No. 1
A 5-piece molecular cluster, C32H73FO5PS overall, computed with ωB97M-V/def2-TZVPD.

**Net charge**: -1
**Max |F|**: 0.9 eV/Å
**E_LUMO**: 2.044 eV
**Energy**: -2478.77842 hartree

Bonds (Å) are listed after each position.
Geometry (Å):
1 C -2.28 -2.42 4.01  C2 1.527, H17 1.095, H18 1.094, H19 1.093
2 C -3.70 -2.05 3.56  C1 1.527, O3 1.453, H20 1.101, H21 1.094
3 O -3.62 -1.22 2.37  C2 1.453, P4 1.607
4 P -3.97 -2.02 1.03  O3 1.607, O5 1.481, C6 1.811, O14 1.619
5 O -3.07 -3.15 0.72  P4 1.481
6 C -5.76 -2.34 1.11  P4 1.811, C7 1.544, H22 1.101, H23 1.096
7 C -6.20 -3.78 0.77  C6 1.544, C8 1.542, H24 1.104, H25 1.102
8 C -5.59 -4.80 1.76  C7 1.542, C9 1.534, S10 1.693
9 C -4.65 -5.83 1.13  C8 1.534, H26 1.096, H27 1.101, H28 1.097
10 S -6.89 -5.54 2.54  C8 1.693, O11 1.457, O12 1.458, F13 1.624
11 O -7.85 -6.28 1.73  S10 1.457
12 O -7.49 -4.72 3.59  S10 1.458
13 F -6.11 -6.72 3.35  S10 1.624
14 O -3.82 -0.79 -0.01  P4 1.619, C15 1.434
15 C -4.03 -1.13 -1.38  O14 1.434, C16 1.537, H29 1.099, H30 1.096
16 C -2.71 -1.45 -2.10  C15 1.537, H31 1.096, H32 1.093, H33 1.093
17 H -2.01 -3.39 3.59  C1 1.095
18 H -1.58 -1.67 3.62  C1 1.094
19 H -2.21 -2.48 5.10  C1 1.093
20 H -4.27 -2.97 3.34  C2 1.101
21 H -4.25 -1.48 4.31  C2 1.094
22 H -6.22 -1.58 0.46  C6 1.101
23 H -6.08 -2.13 2.13  C6 1.096
24 H -5.99 -4.02 -0.28  C7 1.104
25 H -7.30 -3.76 0.84  C7 1.102
26 H -4.30 -5.44 0.16  C9 1.096
27 H -5.11 -6.81 0.95  C9 1.101
28 H -3.75 -5.99 1.73  C9 1.097
29 H -4.71 -2.00 -1.45  C15 1.099
30 H -4.55 -0.27 -1.83  C15 1.096
31 H -1.93 -1.57 -1.35  C16 1.096
32 H -2.79 -2.41 -2.64  C16 1.093
33 H -2.43 -0.66 -2.81  C16 1.093
34 C 2.52 0.13 -1.79  C35 1.525, H40 1.092, H41 1.092, H42 1.092
35 C 2.00 -1.30 -1.66  C34 1.525, C36 1.528, H43 1.094, H44 1.094
36 C 0.51 -1.37 -1.30  C35 1.528, C37 1.530, H45 1.093, H46 1.095
37 C 0.15 -0.74 0.04  C36 1.530, C38 1.528, H47 1.094, H48 1.095
38 C 0.92 -1.30 1.24  C37 1.528, C39 1.525, H49 1.094, H50 1.095
39 C 0.66 -2.79 1.47  C38 1.525, H51 1.092, H52 1.092, H53 1.092
40 H 2.43 0.67 -0.84  C34 1.092
41 H 3.58 0.14 -2.07  C34 1.092
42 H 1.97 0.68 -2.55  C34 1.092
43 H 2.59 -1.83 -0.91  C35 1.094
44 H 2.16 -1.82 -2.61  C35 1.094
45 H 0.20 -2.42 -1.30  C36 1.093
46 H -0.07 -0.89 -2.09  C36 1.095
47 H -0.92 -0.87 0.22  C37 1.094
48 H 0.32 0.34 -0.01  C37 1.095
49 H 0.61 -0.75 2.13  C38 1.094
50 H 1.99 -1.12 1.13  C38 1.095
51 H -0.40 -2.98 1.60  C39 1.092
52 H 1.18 -3.14 2.36  C39 1.092
53 H 1.01 -3.40 0.63  C39 1.092
54 C 8.88 -0.54 -0.52  C55 1.525, H60 1.091, H61 1.091, H62 1.093
55 C 8.28 0.11 0.72  C54 1.525, C56 1.528, H63 1.094, H64 1.093
56 C 7.75 -0.89 1.74  C55 1.528, C57 1.530, H65 1.093, H66 1.095
57 C 6.62 -1.79 1.23  C56 1.530, C58 1.527, H67 1.095, H68 1.094
58 C 5.40 -1.04 0.71  C57 1.527, C59 1.524, H69 1.093, H70 1.094
59 C 4.72 -0.17 1.76  C58 1.524, H71 1.092, H72 1.091, H73 1.092
60 H 8.13 -1.12 -1.07  C54 1.091
61 H 9.28 0.21 -1.21  C54 1.091
62 H 9.69 -1.21 -0.26  C54 1.093
63 H 7.48 0.80 0.42  C55 1.094
64 H 9.04 0.73 1.20  C55 1.093
65 H 7.42 -0.35 2.63  C56 1.093
66 H 8.58 -1.53 2.07  C56 1.095
67 H 6.31 -2.45 2.05  C57 1.095
68 H 7.00 -2.45 0.44  C57 1.094
69 H 4.68 -1.77 0.33  C58 1.093
70 H 5.67 -0.42 -0.15  C58 1.094
71 H 4.40 -0.77 2.62  C59 1.092
72 H 3.83 0.31 1.35  C59 1.091
73 H 5.38 0.62 2.12  C59 1.092
74 C 3.05 4.07 0.31  C75 1.525, H80 1.091, H81 1.091, H82 1.092
75 C 4.23 3.98 1.28  C74 1.525, C76 1.528, H83 1.094, H84 1.094
76 C 3.82 3.63 2.71  C75 1.528, C77 1.529, H85 1.094, H86 1.095
77 C 2.90 4.65 3.39  C76 1.529, C78 1.528, H87 1.095, H88 1.093
78 C 3.46 6.06 3.47  C77 1.528, C79 1.525, H89 1.093, H90 1.094
79 C 4.76 6.16 4.27  C78 1.525, H91 1.092, H92 1.091, H93 1.091
80 H 2.35 4.87 0.60  C74 1.091
81 H 3.38 4.28 -0.70  C74 1.091
82 H 2.49 3.14 0.29  C74 1.092
83 H 4.78 4.92 1.26  C75 1.094
84 H 4.92 3.22 0.92  C75 1.094
85 H 4.72 3.49 3.31  C76 1.094
86 H 3.32 2.66 2.69  C76 1.095
87 H 2.69 4.29 4.40  C77 1.095
88 H 1.94 4.67 2.87  C77 1.093
89 H 2.71 6.71 3.93  C78 1.093
90 H 3.63 6.46 2.46  C78 1.094
91 H 4.62 5.79 5.29  C79 1.092
92 H 5.11 7.19 4.33  C79 1.091
93 H 5.56 5.58 3.81  C79 1.091
94 C -4.93 2.37 -7.53  C95 1.525, H100 1.091, H101 1.091, H102 1.092
95 C -3.85 1.91 -6.56  C94 1.525, C96 1.528, H103 1.094, H104 1.093
96 C -4.40 1.12 -5.37  C95 1.528, C97 1.530, H105 1.093, H106 1.095
97 C -5.36 1.90 -4.47  C96 1.530, C98 1.528, H107 1.095, H108 1.094
98 C -4.78 3.18 -3.87  C97 1.528, C99 1.525, H109 1.093, H110 1.094
99 C -3.56 2.93 -2.99  C98 1.525, H111 1.092, H112 1.091, H113 1.091
100 H -5.63 3.06 -7.05  C94 1.091
101 H -4.49 2.90 -8.38  C94 1.091
102 H -5.50 1.53 -7.91  C94 1.092
103 H -3.28 2.77 -6.20  C95 1.094
104 H -3.14 1.27 -7.09  C95 1.093
105 H -3.57 0.75 -4.77  C96 1.093
106 H -4.92 0.23 -5.74  C96 1.095
107 H -5.68 1.25 -3.65  C97 1.095
108 H -6.27 2.15 -5.03  C97 1.094
109 H -5.55 3.68 -3.29  C98 1.093
110 H -4.51 3.88 -4.67  C98 1.094
111 H -3.82 2.25 -2.17  C99 1.092
112 H -3.20 3.86 -2.55  C99 1.091
113 H -2.74 2.49 -3.54  C99 1.091



No. 2
A single C5H10O2 molecule, computed with ωB97M-V/def2-TZVPD.

**SMILES string**: OC[C@H]1CCOC1
**Max |F|**: 0.4 eV/Å
**E_LUMO**: 0.886 eV
**Energy above the lowest of the compared OMol25 structures with the same formula, charge and spin**: 36.41 kcal per mole
**Energy**: -346.96742 hartree

Bonds (Å) are listed after each position.
Geometry (Å):
1 O 2.26 0.35 0.86  C2 1.418, H8 0.963
2 C 1.61 -0.56 -0.01  O1 1.418, C3 1.526, H9 1.103, H10 1.102
3 C 0.12 -0.47 0.34  C2 1.526, C4 1.535, C7 1.551, H11 1.097
4 C -0.32 1.00 0.37  C3 1.535, C5 1.513, H12 1.091, H13 1.095
5 C -1.77 0.94 -0.07  C4 1.513, O6 1.417, H14 1.094, H15 1.103
6 O -1.79 -0.07 -1.06  C5 1.417, C7 1.425
7 C -0.86 -1.08 -0.70  C3 1.551, O6 1.425, H16 1.097, H17 1.099
8 H 3.20 0.40 0.62  O1 0.963
9 H 1.75 -0.27 -1.07  C2 1.103
10 H 2.01 -1.57 0.11  C2 1.102
11 H -0.02 -0.94 1.32  C3 1.097
12 H -0.16 1.50 1.32  C4 1.091
13 H 0.24 1.54 -0.40  C4 1.095
14 H -2.08 1.89 -0.51  C5 1.094
15 H -2.45 0.71 0.76  C5 1.103
16 H -0.35 -1.41 -1.61  C7 1.097
17 H -1.39 -1.95 -0.28  C7 1.099